(1)
{"formula": "C24H34Br3Ca3Cl2F9N3O19S3", "method": "ωB97M-V with the def2-TZVPD basis set", "multiplicity": 1, "homo_lumo_gap_ev": 0.90, "fmax_ev_per_a": 3.74, "total_charge": -1, "species": ["C", "C", "O", "N", "C", "C", "O", "S", "O", "O", "N", "S", "O", "O", "C", "C", "C", "F", "F", "C", "F", "F", "C", "F", "F", "C", "F", "F", "F", "H", "H", "H", "H", "H", "H", "H", "H", "H", "H", "C", "C", "C", "N", "C", "C", "C", "C", "C", "C", "H", "H", "H", "H", "H", "H", "H", "H", "H", "H", "H", "H", "H", "H", "H", "H", "H", "H", "H", "H", "C", "O", "O", "O", "H", "Ca", "C", "O", "O", "O", "C", "Br", "Br", "Br", "H", "Ca", "C", "O", "O", "O", "C", "Cl", "Cl", "H", "H", "Ca", "O", "S", "O", "O", "O"], "xyz": [[-1.677, 7.521, -0.941], [-1.989, 6.540, -2.048], [-1.781, 6.917, -3.191], [-2.537, 5.282, -1.784], [-2.394, 4.828, -0.410], [-3.656, 4.514, 0.332], [-1.300, 4.744, 0.109], [-2.034, 4.072, -2.959], [-2.909, 4.269, -4.071], [-0.636, 4.289, -3.190], [-2.208, 2.711, -2.177], [-3.485, 1.816, -2.578], [-3.417, 1.230, -3.892], [-4.752, 2.433, -2.257], [-3.283, 0.425, -1.462], [-3.268, 0.949, -0.020], [-2.166, 0.372, 0.853], [-2.722, -0.379, 1.844], [-1.330, -0.460, 0.163], [-1.297, 1.472, 1.486], [-0.870, 2.340, 0.548], [-2.112, 2.154, 2.327], [-0.061, 1.006, 2.309], [0.079, 1.839, 3.360], [-0.214, -0.237, 2.807], [1.306, 1.078, 1.546], [2.133, 0.167, 2.123], [1.876, 2.266, 1.674], [1.246, 0.748, 0.249], [-0.608, 7.608, -0.805], [-2.002, 8.490, -1.307], [-2.190, 7.339, -0.002], [-3.677, 3.472, 0.604], [-3.814, 5.162, 1.170], [-4.494, 4.671, -0.338], [-2.385, -0.089, -1.765], [-4.174, -0.169, -1.599], [-4.207, 0.682, 0.449], [-3.252, 2.026, -0.032], [6.835, -3.632, -0.428], [6.239, -3.904, -1.819], [4.964, -3.143, -2.172], [3.671, -3.515, -1.452], [2.541, -3.191, -2.422], [1.164, -3.339, -1.805], [1.038, -2.515, -0.529], [2.165, -2.813, 0.448], [3.516, -2.659, -0.211], [3.630, -4.963, -1.121], [6.160, -3.937, 0.387], [7.772, -4.219, -0.307], [7.078, -2.568, -0.292], [6.101, -4.985, -1.982], [7.000, -3.612, -2.552], [4.764, -3.319, -3.228], [5.102, -2.073, -2.036], [2.707, -2.162, -2.741], [2.663, -3.851, -3.280], [0.425, -3.014, -2.536], [0.933, -4.389, -1.604], [0.079, -2.712, -0.053], [1.048, -1.452, -0.780], [2.049, -3.815, 0.875], [2.114, -2.125, 1.291], [4.316, -2.928, 0.478], [3.659, -1.626, -0.529], [4.383, -5.164, -0.363], [3.817, -5.534, -2.032], [2.664, -5.232, -0.711], [-6.462, 5.777, 2.052], [-5.715, 4.846, 2.253], [-7.606, 5.883, 2.828], [-6.351, 6.746, 1.196], [-7.507, 5.095, 3.383], [6.023, -6.019, 0.172], [7.063, -8.338, -3.568], [6.162, -8.761, -4.302], [8.249, -8.072, -3.946], [6.881, -8.085, -2.306], [4.930, 3.485, 4.055], [5.732, 2.980, 2.368], [5.362, 5.299, 4.519], [3.046, 3.170, 4.064], [5.371, 2.853, 4.811], [9.494, -2.888, -0.876], [0.132, 4.303, 6.449], [0.320, 3.395, 7.266], [-0.985, 4.550, 5.904], [1.032, 5.100, 6.048], [-4.646, -2.968, 1.379], [-5.400, -2.666, -0.182], [-3.965, -4.604, 1.496], [-3.845, -2.259, 1.525], [-5.397, -2.852, 2.150], [-5.481, 8.742, 1.451], [-8.207, -3.835, -1.002], [-8.155, -5.287, -0.762], [-7.451, -5.570, 0.500], [-7.435, -5.921, -1.877], [-9.527, -5.807, -0.671]], "lowdin_charge": [0.00, -0.50, 0.06, -0.03, -0.48, 0.01, 0.10, 0.54, -0.28, -0.29, -0.30, 0.52, -0.32, -0.32, -0.20, -0.09, -0.40, 0.10, 0.09, -0.34, 0.15, 0.16, -0.32, 0.14, 0.15, -0.53, 0.12, 0.10, 0.16, 0.10, 0.07, 0.05, 0.06, 0.06, 0.09, 0.09, 0.08, 0.14, 0.06, -0.36, -0.27, -0.09, -0.25, -0.09, -0.14, -0.17, -0.15, -0.10, -0.02, -0.04, -0.11, 0.00, 0.07, 0.08, 0.14, 0.14, 0.15, 0.14, 0.14, 0.12, 0.13, 0.11, 0.12, 0.12, 0.11, 0.15, -0.07, 0.14, 0.11, -0.78, 0.07, 0.06, -0.33, 0.11, 1.13, -0.99, 0.05, 0.02, -0.11, -1.63, 0.53, 0.58, 0.73, -0.03, 0.64, -0.96, 0.12, 0.15, 0.11, -1.01, 0.58, 0.49, -0.02, 0.03, 1.37, -0.29, 0.21, -0.28, -0.26, -0.26]}

=====

(2)
{"formula": "C31H50ClCrP", "method": "ωB97M-V with the def2-TZVPD basis set", "multiplicity": 4, "s_squared": 3.795, "homo_lumo_gap_ev": [3.78, 5.10], "fmax_ev_per_a": 2.10, "total_charge": -1, "species": ["Cr", "P", "Cl", "C", "H", "H", "C", "C", "C", "H", "C", "H", "H", "C", "H", "H", "C", "H", "H", "C", "H", "H", "H", "H", "C", "C", "H", "C", "H", "H", "C", "H", "H", "C", "H", "H", "C", "H", "H", "H", "H", "C", "H", "C", "H", "H", "C", "H", "H", "C", "H", "H", "C", "H", "H", "H", "H", "C", "C", "H", "C", "H", "C", "H", "H", "C", "H", "H", "C", "H", "H", "H", "H", "C", "C", "C", "C", "C", "C", "H", "H", "H", "H", "H"], "xyz": [[0.000, 0.000, 0.000], [0.097, 0.568, -2.284], [0.836, 2.207, 0.316], [-1.699, 0.658, 0.126], [-2.628, 0.079, 0.101], [-1.824, 1.729, 0.329], [1.921, 0.814, -2.542], [-0.740, 2.210, -2.551], [2.466, 0.903, -3.976], [2.074, 1.780, -2.037], [3.961, 1.256, -3.954], [2.338, -0.064, -4.480], [1.914, 1.646, -4.559], [4.762, 0.232, -3.141], [4.342, 1.312, -4.981], [4.086, 2.253, -3.510], [4.207, 0.103, -1.717], [4.709, -0.746, -3.642], [5.821, 0.515, -3.110], [2.711, -0.234, -1.732], [4.754, -0.665, -1.158], [4.344, 1.050, -1.180], [2.557, -1.233, -2.162], [2.352, -0.266, -0.690], [-0.586, -0.549, -3.620], [-2.260, 2.063, -2.742], [-0.577, 2.666, -1.565], [-2.939, 3.435, -2.635], [-2.491, 1.626, -3.722], [-2.667, 1.381, -1.985], [-2.342, 4.422, -3.647], [-4.019, 3.330, -2.793], [-2.797, 3.826, -1.618], [-0.825, 4.547, -3.466], [-2.559, 4.069, -4.666], [-2.818, 5.404, -3.544], [-0.127, 3.181, -3.574], [-0.406, 5.235, -4.210], [-0.611, 4.973, -2.477], [-0.228, 2.801, -4.598], [0.943, 3.304, -3.375], [0.105, -1.923, -3.698], [-1.623, -0.713, -3.286], [-0.643, -2.865, -4.652], [1.134, -1.787, -4.055], [0.166, -2.384, -2.713], [-0.774, -2.260, -6.054], [-0.125, -3.830, -4.697], [-1.645, -3.060, -4.243], [-1.424, -0.873, -5.987], [0.225, -2.168, -6.502], [-1.355, -2.924, -6.704], [-0.656, 0.060, -5.038], [-1.469, -0.422, -6.986], [-2.460, -0.971, -5.634], [0.358, 0.208, -5.422], [-1.138, 1.038, -5.021], [0.098, -2.436, -0.214], [-1.214, -2.070, -0.435], [0.816, -2.354, -1.026], [-2.301, -2.449, 0.538], [-1.532, -1.790, -1.435], [-1.743, -2.803, 1.918], [-3.052, -1.654, 0.614], [-2.837, -3.316, 0.116], [-0.634, -3.850, 1.774], [-1.334, -1.901, 2.387], [-2.548, -3.180, 2.559], [0.536, -3.316, 0.931], [-0.264, -4.158, 2.758], [-1.055, -4.746, 1.296], [1.242, -2.771, 1.564], [1.093, -4.154, 0.487], [0.629, -0.131, 4.871], [1.635, -0.536, 3.992], [1.414, -0.504, 2.612], [0.180, -0.094, 2.091], [-0.815, 0.355, 2.990], [-0.592, 0.320, 4.370], [0.800, -0.154, 5.939], [2.590, -0.866, 4.379], [2.209, -0.794, 1.937], [-1.768, 0.721, 2.641], [-1.367, 0.650, 5.051]], "lowdin_charge": [0.09, 1.03, 0.13, -0.34, -0.05, -0.04, -0.45, -0.44, -0.21, 0.07, -0.20, 0.10, 0.09, -0.21, 0.10, 0.12, -0.19, 0.11, 0.10, -0.23, 0.11, 0.12, 0.11, 0.07, -0.40, -0.22, 0.02, -0.20, 0.10, 0.08, -0.21, 0.10, 0.12, -0.20, 0.11, 0.10, -0.20, 0.10, 0.12, 0.10, 0.10, -0.21, 0.11, -0.20, 0.10, 0.07, -0.21, 0.11, 0.12, -0.20, 0.11, 0.10, -0.20, 0.10, 0.11, 0.10, 0.08, -0.16, -0.16, 0.07, -0.19, 0.09, -0.18, 0.09, 0.12, -0.18, 0.09, 0.11, -0.18, 0.11, 0.11, 0.08, 0.11, -0.14, -0.12, -0.17, -0.28, -0.14, -0.12, 0.08, 0.08, 0.08, 0.07, 0.08]}

=====

(3)
{"formula": "C24H63NO10P", "method": "ωB97M-V with the def2-TZVPD basis set", "multiplicity": 2, "s_squared": 0.754, "homo_lumo_gap_ev": [8.24, 8.78], "fmax_ev_per_a": 0.73, "species": ["C", "C", "C", "C", "C", "C", "P", "O", "O", "C", "C", "C", "C", "N", "O", "H", "H", "H", "H", "H", "H", "H", "H", "H", "H", "H", "H", "H", "H", "H", "H", "H", "H", "H", "H", "H", "C", "C", "O", "H", "H", "H", "H", "H", "H", "C", "C", "O", "H", "H", "H", "H", "H", "H", "C", "C", "O", "H", "H", "H", "H", "H", "H", "C", "C", "O", "H", "H", "H", "H", "H", "H", "C", "C", "O", "H", "H", "H", "H", "H", "H", "C", "C", "O", "H", "H", "H", "H", "H", "H", "C", "C", "O", "H", "H", "H", "H", "H", "H"], "xyz": [[-0.515, -2.725, 3.284], [0.725, -3.503, 2.802], [0.797, -4.802, 3.649], [0.597, -3.815, 1.304], [1.877, -4.023, 0.467], [1.491, -3.849, -1.017], [2.705, -5.691, 0.519], [3.275, -5.818, 2.057], [1.354, -6.647, 0.570], [2.983, -2.992, 0.813], [2.646, -1.994, 1.930], [1.791, -0.838, 1.369], [3.958, -1.438, 2.466], [1.975, -2.720, 3.049], [2.018, -2.149, 4.187], [-1.370, -3.003, 2.665], [-0.729, -2.976, 4.320], [-0.432, -1.643, 3.247], [0.988, -5.676, 3.037], [1.596, -4.736, 4.387], [-0.139, -4.962, 4.177], [-0.026, -4.705, 1.205], [0.045, -3.004, 0.822], [0.921, -2.923, -1.123], [2.387, -3.764, -1.634], [0.898, -4.678, -1.410], [3.101, -5.050, 2.620], [1.502, -7.452, 1.080], [3.225, -2.399, -0.067], [3.903, -3.517, 1.092], [2.021, 0.109, 1.851], [2.045, -0.728, 0.313], [0.721, -1.010, 1.409], [4.557, -1.055, 1.640], [3.773, -0.621, 3.161], [4.496, -2.209, 3.020], [5.381, 2.676, 2.663], [5.967, 1.659, 1.704], [5.068, 1.361, 0.637], [4.440, 2.311, 3.076], [6.069, 2.882, 3.485], [5.178, 3.616, 2.144], [6.154, 0.716, 2.218], [6.914, 2.021, 1.291], [4.905, 2.186, 0.168], [-1.846, 2.176, 0.895], [-2.100, 0.827, 1.532], [-0.992, 0.343, 2.288], [-0.970, 2.129, 0.248], [-2.699, 2.476, 0.289], [-1.665, 2.943, 1.655], [-2.262, 0.071, 0.763], [-2.996, 0.863, 2.162], [-0.816, 0.967, 3.000], [-2.543, -2.853, -2.749], [-2.544, -3.209, -1.276], [-2.559, -2.039, -0.460], [-1.672, -2.243, -2.996], [-2.528, -3.747, -3.374], [-3.439, -2.276, -2.987], [-1.640, -3.756, -1.006], [-3.410, -3.832, -1.028], [-3.372, -1.567, -0.678], [-3.717, 2.681, -4.347], [-2.808, 2.957, -3.169], [-2.862, 1.929, -2.181], [-4.749, 2.569, -4.012], [-3.679, 3.496, -5.068], [-3.425, 1.755, -4.851], [-3.115, 3.871, -2.663], [-1.775, 3.091, -3.509], [-2.582, 1.105, -2.593], [7.997, 6.205, 2.499], [8.544, 5.190, 1.513], [7.622, 4.915, 0.461], [7.061, 5.847, 2.929], [8.706, 6.387, 3.308], [7.799, 7.158, 2.003], [8.729, 4.238, 2.009], [9.490, 5.541, 1.087], [7.455, 5.742, 0.000], [-6.827, 6.860, -4.056], [-5.777, 6.139, -3.233], [-4.673, 5.702, -4.020], [-7.189, 6.217, -4.858], [-7.673, 7.155, -3.435], [-6.410, 7.763, -4.509], [-6.192, 5.233, -2.791], [-5.428, 6.778, -2.415], [-4.264, 6.477, -4.418], [-7.275, -1.929, -3.668], [-6.569, -2.877, -2.718], [-5.740, -2.191, -1.783], [-6.548, -1.322, -4.210], [-7.877, -2.481, -4.391], [-7.938, -1.254, -3.122], [-5.899, -3.541, -3.264], [-7.297, -3.498, -2.188], [-6.296, -1.601, -1.264]], "lowdin_charge": [-0.02, -0.44, -0.02, -0.11, -0.56, -0.10, 0.88, -0.30, -0.29, -0.13, -0.46, 0.01, -0.04, -0.14, 0.00, 0.09, 0.08, 0.06, 0.05, 0.09, 0.08, 0.12, 0.10, 0.08, 0.08, 0.08, 0.03, 0.05, 0.12, 0.10, 0.08, 0.09, 0.06, 0.08, 0.08, 0.09, -0.09, -0.32, -0.09, 0.07, 0.07, 0.07, 0.10, 0.10, 0.08, -0.09, -0.30, -0.10, 0.08, 0.06, 0.07, 0.09, 0.11, 0.09, -0.08, -0.31, -0.10, 0.07, 0.08, 0.05, 0.09, 0.11, 0.06, -0.10, -0.32, -0.09, 0.07, 0.06, 0.07, 0.10, 0.11, 0.08, -0.09, -0.32, -0.09, 0.07, 0.07, 0.07, 0.11, 0.11, 0.08, -0.09, -0.32, -0.09, 0.08, 0.07, 0.07, 0.11, 0.11, 0.09, -0.09, -0.31, -0.09, 0.07, 0.07, 0.07, 0.11, 0.11, 0.09]}